1.
Computed, not measured: C28H41Ge2NNiO5 as an isolated structure in a non-equilibrium geometry, with ωB97M-V with the def2-TZVPD basis set.

```
! RIJCOSX wB97M-V def2-TZVPD def2/J DEFGRID3
* xyz 0 3
Ni 0.100 0.020 0.396
N 0.062 0.223 2.605
C 1.137 0.906 3.351
C 1.425 2.267 2.741
C 2.071 2.128 1.382
O 3.195 2.549 1.188
O 1.345 1.533 0.464
H -0.810 0.725 2.727
H -0.090 -0.713 2.960
H 2.031 0.283 3.304
H 0.875 1.022 4.402
H 2.099 2.830 3.381
H 0.487 2.825 2.643
C 0.260 -6.792 0.959
O -1.115 -6.419 1.001
C -1.394 -5.105 0.928
C -2.776 -4.780 0.938
C -3.134 -3.473 0.870
C -2.184 -2.416 0.780
C -2.643 -1.059 0.755
C -4.114 -0.743 0.856
O -1.891 -0.062 0.660
C -0.791 -2.756 0.757
O 0.169 -1.907 0.668
C -0.434 -4.129 0.848
H 0.283 -7.875 0.998
H 0.803 -6.384 1.814
H 0.731 -6.450 0.036
H -3.505 -5.578 1.000
H -4.192 -3.231 0.880
H -4.533 -1.128 1.786
H -4.664 -1.194 0.027
H -4.240 0.335 0.822
H 0.623 -4.354 0.840
C -2.324 -0.636 -2.775
C -2.351 0.797 -2.231
Ge -0.614 1.389 -1.572
C -0.818 3.184 -0.828
C 0.360 4.101 -1.177
C 0.467 1.496 -3.169
C 1.343 0.514 -3.353
Ge 1.413 -0.627 -1.751
C 0.884 -2.453 -2.160
C 1.408 -3.016 -3.489
C 3.037 -0.635 -0.655
C 4.302 -1.245 -1.271
C 2.086 0.281 -4.634
C 1.734 0.963 -5.804
C 2.410 0.746 -6.995
C 3.453 -0.173 -7.054
C 3.801 -0.876 -5.912
C 3.117 -0.651 -4.723
H -3.265 -0.908 -3.261
H -2.145 -1.363 -1.974
H -1.525 -0.767 -3.511
H -3.095 0.914 -1.439
H -2.596 1.518 -3.021
H -0.947 3.114 0.255
H -1.759 3.557 -1.243
H 1.298 3.723 -0.766
H 0.199 5.108 -0.781
H 0.492 4.193 -2.257
H 0.278 2.254 -3.937
H -0.208 -2.475 -2.141
H 1.222 -3.048 -1.309
H 1.154 -2.378 -4.339
H 0.977 -4.002 -3.679
H 2.496 -3.132 -3.486
H 2.745 -1.217 0.226
H 3.212 0.388 -0.327
H 4.146 -2.251 -1.674
H 5.077 -1.321 -0.504
H 4.707 -0.617 -2.061
H 0.913 1.671 -5.783
H 2.118 1.291 -7.884
H 3.976 -0.348 -7.986
H 4.599 -1.608 -5.944
H 3.380 -1.222 -3.849
*
```

electronic energy	-195504.011	eV
ΔE to the lowest compared entry with this formula, charge and spin	14.7	kcal per mole
expectation value of S²	2.008
orbital gap (alpha / beta)	7.900 / 8.266	eV
HOMO (alpha / beta)	-0.289 / -0.301	Ha
LUMO energy (alpha / beta)	0.05 / 0.09	eV

Atom charges from the Löwdin analysis, given in e for atoms 1 to 4: 0.490 0.007 -0.215 -0.104

---

2.
Computed, not measured: C28H41N7OPt as an isolated structure in a non-equilibrium geometry, with ωB97M-V with the def2-TZVPD basis set.

```
! RIJCOSX wB97M-V def2-TZVPD def2/J DEFGRID3
* xyz 2 1
Pt -0.480 0.618 -0.308
C 0.502 -1.346 3.993
N 0.244 0.085 3.878
C 0.960 0.970 4.801
C 0.767 2.345 4.175
N 0.267 2.036 2.836
C -0.325 3.149 2.122
C -0.079 0.733 2.739
N -0.651 0.160 1.690
C -1.487 -1.020 1.905
C -2.440 -1.133 0.743
N -1.621 -1.062 -0.475
C -1.956 -1.689 -1.606
N -1.253 -1.611 -2.756
C -0.223 -0.664 -3.146
C -1.900 -2.358 -3.831
C -2.925 -3.193 -3.087
N -2.998 -2.542 -1.775
C -3.861 -3.213 -0.810
H 1.078 -1.496 4.903
H 1.093 -1.711 3.150
H -0.412 -1.929 4.083
H 2.014 0.684 4.836
H 0.546 0.895 5.805
H 1.687 2.926 4.117
H 0.021 2.934 4.715
H 0.430 3.922 1.978
H -1.152 3.575 2.697
H -0.705 2.841 1.154
H -2.061 -0.931 2.831
H -0.894 -1.935 1.959
H -3.203 -0.350 0.746
H -2.936 -2.090 0.863
H 0.662 -0.742 -2.516
H -0.588 0.362 -3.152
H 0.068 -0.916 -4.164
H -1.166 -2.966 -4.359
H -2.362 -1.671 -4.544
H -2.610 -4.233 -2.970
H -3.905 -3.178 -3.562
H -4.510 -3.870 -1.383
H -4.503 -2.518 -0.274
H -3.298 -3.832 -0.109
C -2.654 3.547 -2.718
C -1.301 4.110 -2.429
C -0.937 5.376 -2.823
C 0.331 5.860 -2.514
C 1.265 5.113 -1.796
C 0.964 3.843 -1.360
C 1.960 3.014 -0.621
C -0.337 3.328 -1.693
N -0.686 2.100 -1.358
H -3.224 4.223 -3.349
H -3.212 3.384 -1.795
H -2.571 2.579 -3.213
H -1.632 5.993 -3.375
H 0.605 6.854 -2.844
H 2.236 5.537 -1.581
H 2.787 3.630 -0.275
H 2.360 2.224 -1.260
H 1.520 2.506 0.242
C 4.252 -0.846 -0.874
C 2.865 -1.185 -0.405
O 1.953 -0.389 -0.611
C 2.629 -2.470 0.300
C 3.688 -3.303 0.655
C 3.445 -4.495 1.322
C 2.143 -4.864 1.628
C 1.081 -4.043 1.262
C 1.325 -2.852 0.602
H 4.230 0.099 -1.408
H 4.642 -1.629 -1.525
H 4.931 -0.767 -0.023
H 4.707 -3.028 0.424
H 4.270 -5.136 1.598
H 1.955 -5.793 2.147
H 0.066 -4.343 1.487
H 0.509 -2.213 0.293
*
```

electronic energy	-45410.502	eV
ΔE to the lowest compared entry with this formula, charge and spin	74.3	kcal per mole
orbital gap (alpha / beta)	6.516 / 6.236	eV
HOMO (alpha / beta)	-0.504 / -0.508	Ha
LUMO energy (alpha / beta)	-7.19 / -7.58	eV

Atom charges from the Löwdin analysis, given in e for atoms 1 to 4: 1.320 -0.009 -0.061 -0.087

---

3.
Computed, not measured: C28H42BeClF9N2NaO17S as an isolated structure in a non-equilibrium geometry, with ωB97M-V with the def2-TZVPD basis set.

```
! RIJCOSX wB97M-V def2-TZVPD def2/J DEFGRID3
* xyz -1 1
C -2.646 1.531 6.066
C -1.751 0.932 5.085
C -1.977 1.373 3.574
N -1.132 2.532 3.129
C -0.792 2.353 1.845
C 0.067 3.586 1.301
O 1.261 3.558 0.953
C -0.654 5.050 1.235
F -1.336 5.380 2.448
F 0.350 6.063 1.075
C -1.740 5.158 0.055
F -2.881 4.431 0.480
F -1.117 4.629 -1.115
C -2.211 6.653 -0.290
F -1.202 7.261 -1.095
F -2.522 7.442 0.848
C -3.587 6.546 -1.150
O -3.772 5.666 -2.017
O -4.601 7.509 -0.851
C -1.282 0.989 1.093
C -2.202 1.436 -0.143
C -2.654 0.219 -1.105
O -3.321 0.486 -2.142
O -2.319 -1.141 -0.903
C 0.082 0.273 0.581
C 0.735 0.944 -0.723
C 2.347 0.923 -0.578
F 0.393 0.139 -1.876
C -1.942 0.297 2.393
S -0.915 -1.162 3.026
C -3.399 -0.368 2.321
O -4.454 0.512 1.843
C -5.458 0.744 2.828
C -5.766 2.305 3.151
O -6.129 -0.118 3.415
H -3.262 0.933 6.809
H -2.639 2.688 6.082
H -0.940 0.239 5.477
H -3.047 1.773 3.594
H -0.879 3.323 3.755
H -5.211 7.592 -1.620
H -1.696 2.199 -0.850
H -3.190 1.949 0.172
H -2.126 -1.341 0.039
H -0.067 -0.844 0.326
H 0.851 0.413 1.433
H 0.445 2.031 -0.910
H 2.677 0.178 0.219
H 2.743 0.550 -1.592
H 2.795 1.956 -0.396
H -1.362 -2.208 2.229
H -3.667 -0.677 3.404
H -3.446 -1.348 1.716
H -6.738 2.430 3.752
H -4.879 2.842 3.625
H -5.921 2.792 2.110
C 4.929 -3.572 -1.534
C 3.919 -4.014 -0.501
C 2.538 -4.205 -1.041
O 1.736 -4.011 0.126
C 2.433 -3.178 0.931
O 1.979 -2.647 1.929
O 3.704 -3.005 0.489
H 5.892 -3.369 -1.059
H 5.070 -4.340 -2.296
H 4.618 -2.645 -2.023
H 4.281 -4.914 0.010
H 2.386 -5.202 -1.459
H 2.245 -3.447 -1.791
O -1.527 2.531 8.315
H -1.053 2.454 9.139
Na -8.678 2.500 4.292
C -1.685 10.477 -1.150
O -2.309 11.597 -0.542
H -1.372 10.752 -2.158
H -0.808 10.183 -0.567
H -2.393 9.646 -1.205
H -2.576 11.328 0.346
N 7.807 -5.881 -1.629
O 7.006 -6.294 -0.762
O 8.880 -6.459 -1.803
O 7.510 -4.893 -2.302
Cl 2.259 -1.658 -2.541
C 2.858 -6.249 -6.896
O 3.520 -7.355 -6.299
C 4.520 -6.949 -5.365
C 4.018 -7.058 -3.928
O 2.962 -6.133 -3.675
C 1.682 -6.747 -3.717
H 1.951 -6.615 -7.381
H 2.578 -5.492 -6.160
H 3.505 -5.798 -7.656
H 4.869 -5.934 -5.584
H 5.369 -7.629 -5.493
H 4.839 -6.801 -3.251
H 3.703 -8.082 -3.700
H 1.517 -7.318 -2.797
H 1.569 -7.403 -4.584
H 0.929 -5.959 -3.776
Be 3.579 -3.036 3.339
F -8.859 -0.541 3.858
F 6.191 -8.232 -0.281
*
```

electronic energy	-120111.445	eV
orbital gap	1.144	eV
HOMO	-0.168	Ha
LUMO energy	-3.44	eV

Atom charges from the Löwdin analysis, given in e for atoms 1 to 4: 0.016 -0.152 -0.263 0.211